Molecular formula: C29H26FeO6S2
Method: DFT, the ωB97M-V functional and the def2-TZVPD basis

```
64
Properties=species:S:1:pos:R:3:mulliken_spin:R:1
C 0.0887 -2.6366 -1.9599 0.03
C 1.2181 -2.5541 -1.0310 0.49
C 2.4119 -1.8389 -1.3162 -0.32
Fe 3.7939 -1.7470 -2.9377 2.34
C 3.8808 0.0952 -2.8270 0.05
O 3.6578 1.2345 -2.9032 0.00
C 2.4051 -1.6547 -4.1458 0.02
O 1.5566 -1.3095 -4.8624 -0.02
C 5.6427 -2.1527 -2.2009 0.11
C 5.6981 -1.6629 -3.5596 0.02
C 4.9217 -2.5459 -4.3766 -0.01
C 4.3965 -3.5886 -3.5320 0.12
C 4.8545 -3.3498 -2.1976 0.02
H -0.7097 -3.2376 -1.5085 0.01
H -0.3178 -1.6312 -2.1727 0.02
H 0.3539 -3.0817 -2.9288 0.03
H 1.1438 -3.1633 -0.1225 -0.01
H 2.1673 -0.7928 -1.5972 0.10
H 3.1324 -1.8518 -0.4711 -0.02
H 6.1626 -1.7304 -1.3456 0.01
H 6.2973 -0.8374 -3.9219 0.00
H 4.8063 -2.4949 -5.4552 0.00
H 3.8002 -4.4356 -3.8536 0.01
H 4.6713 -4.0063 -1.3502 0.00
C -1.5210 4.5679 -1.6515 0.18
C -2.7953 4.0197 -1.4390 -0.07
C -2.9289 2.7176 -0.9776 0.14
C -1.7914 1.9687 -0.5418 -0.01
C -1.9032 0.8753 0.3979 0.54
S -0.4736 0.1189 1.0708 0.00
C -0.8687 -1.4491 1.8336 -0.01
C -0.3540 -1.7443 3.0968 0.00
C -0.7671 -2.9104 3.7469 0.00
C -1.6019 -3.8210 3.0908 0.00
C -2.0431 -3.5524 1.7878 0.01
C -1.6743 -2.3642 1.1589 0.02
O 0.3930 -0.1777 -0.0539 0.02
O 0.0356 0.9567 2.1405 0.04
S -3.2586 0.9790 1.5689 0.01
C -2.9787 2.4071 2.6516 0.03
C -2.1362 2.3071 3.7605 0.00
C -1.9936 3.3982 4.6198 0.00
C -2.7308 4.5640 4.4000 0.01
C -3.5423 4.6728 3.2651 0.00
C -3.6879 3.5842 2.4054 0.00
O -4.4983 1.2109 0.8624 0.00
O -3.1666 -0.1558 2.4646 0.00
C -0.5244 2.4687 -0.9605 0.16
C -0.3954 3.7558 -1.4730 -0.08
H -1.4108 5.5932 -2.0120 0.01
H -3.6895 4.6167 -1.6431 0.00
H -3.9182 2.2728 -0.9215 0.00
H 0.3245 -1.0397 3.5704 0.00
H -0.4513 -3.0828 4.7802 0.00
H -1.9330 -4.7297 3.6032 0.00
H -2.7054 -4.2510 1.2679 0.00
H -2.0197 -2.1264 0.1537 0.00
H -1.5933 1.3887 3.9590 0.00
H -1.3028 3.3290 5.4614 0.00
H -2.6601 5.3976 5.1078 0.00
H -4.0670 5.6023 3.0442 0.00
H -4.3537 3.6424 1.5501 -0.01
H 0.3553 1.8451 -0.8277 0.03
H 0.5973 4.1180 -1.7417 0.00
```

Computed properties:
Energy relative to the best compared isomer or geometry (same formula, charge and spin) ... 0.0 kcal per mole
Frontier orbital gap (alpha / beta) ... 0.2299 / 0.2049 Ha
Molecular weight ... 590.5 g mol⁻¹
Energy ... -98829.3149 eV
Spin multiplicity ... 5
⟨S²⟩ ... 6.20


Molecular formula: C29H26N7O5Tl
Method: DFT, the ωB97M-V functional and the def2-TZVPD basis

```
68
Properties=species:S:1:pos:R:3:nbo_charge:R:1
Tl -0.1505 0.1165 -0.0404 1.70
C 2.9855 -0.2016 -1.0631 -0.29
N 1.6825 -0.4334 -1.7004 -0.61
C 1.4694 -1.8269 -2.0948 -0.28
C 1.0736 -2.6174 -0.8853 0.43
N 0.6798 -2.0615 0.2308 -0.56
C 0.3471 -3.1149 1.1061 0.06
C -0.1203 -3.1027 2.4193 -0.19
C -0.3244 -4.3244 3.0260 -0.20
C -0.0618 -5.5347 2.3574 -0.17
C 0.4146 -5.5560 1.0631 -0.25
C 0.6059 -4.3172 0.4598 0.17
N 1.0852 -3.9554 -0.8038 -0.52
C 2.8600 0.7189 0.1125 0.51
N 1.8164 0.7486 0.9014 -0.60
C 2.1001 1.6643 1.9239 0.15
C 1.3485 2.0617 3.0279 -0.24
C 1.9178 2.9930 3.8736 -0.19
C 3.2051 3.5055 3.6392 -0.18
C 3.9649 3.0942 2.5625 -0.21
C 3.3770 2.1661 1.7126 0.09
N 3.8295 1.5303 0.5549 -0.51
H 3.7260 0.1719 -1.7689 0.23
H 3.3509 -1.1536 -0.6824 0.25
H 1.5566 0.1733 -2.5000 0.41
H 2.3614 -2.2589 -2.5451 0.23
H 0.6730 -1.8628 -2.8361 0.25
H -0.3362 -2.1697 2.9304 0.24
H -0.6977 -4.3580 4.0438 0.24
H -0.2381 -6.4734 2.8723 0.24
H 0.6217 -6.4862 0.5472 0.24
H 1.3451 -4.5926 -1.5355 0.44
H 0.3664 1.6404 3.2196 0.23
H 1.3703 3.3250 4.7473 0.24
H 3.6198 4.2274 4.3337 0.24
H 4.9668 3.4775 2.4004 0.24
H 4.7364 1.6454 0.1367 0.44
O 0.4209 4.9650 0.7807 -0.64
C 0.1075 3.7318 0.4204 0.80
O 0.7753 3.0504 -0.3231 -0.62
C -1.1594 3.2588 1.0608 0.05
C -2.0069 4.1438 1.6889 -0.17
C -3.1760 3.6598 2.2664 -0.13
C -3.4447 2.3114 2.2047 -0.17
C -2.5278 1.4778 1.5762 0.11
N -1.4167 1.9373 1.0033 -0.46
C -2.7845 -0.0095 1.4964 0.74
O -3.9138 -0.4085 1.6775 -0.56
O -1.7250 -0.7362 1.2437 -0.82
H 1.2361 5.2311 0.3414 0.52
H -1.7529 5.1933 1.7263 0.26
H -3.8611 4.3391 2.7599 0.25
H -4.3393 1.8691 2.6248 0.27
O -1.7143 -1.6393 -1.2133 -0.72
C -2.8036 -0.9910 -1.8416 -0.11
C -2.2702 0.1984 -2.5861 0.21
C -2.9320 0.6359 -3.7192 -0.22
C -2.4437 1.7189 -4.4197 -0.10
C -1.2798 2.3301 -3.9790 -0.24
C -0.6754 1.8556 -2.8368 0.04
N -1.1639 0.8122 -2.1309 -0.52
H -2.0167 -1.9830 -0.3573 0.53
H -3.5463 -0.6658 -1.1065 0.22
H -3.2986 -1.6579 -2.5396 0.21
H -3.8191 0.1089 -4.0527 0.25
H -2.9481 2.0674 -5.3140 0.25
H -0.8453 3.1647 -4.5118 0.25
H 0.2217 2.3141 -2.4617 0.22
```

Computed properties:
Energy relative to the best compared isomer or geometry (same formula, charge and spin) ... 9.9 kcal per mole
Frontier orbital gap ... 0.2892 Ha
Molecular weight ... 757.0 g mol⁻¹
Energy ... -55846.2785 eV
Net charge ... +2


Molecular formula: C29H27AsBF3N3O4SW
Method: DFT, the ωB97M-V functional and the def2-TZVPD basis

```
70
Properties=species:S:1:pos:R:3:mulliken_spin:R:1
W 1.3337 0.5114 -1.6708 0.91
S 3.5105 -0.2365 -1.5743 -0.04
C 4.2269 0.1164 0.0445 0.02
C 5.5973 0.2868 0.1322 0.00
C 6.1676 0.5918 1.3634 0.00
C 5.3781 0.7230 2.4957 0.00
C 4.0038 0.5370 2.4100 0.00
C 3.4342 0.2278 1.1878 -0.02
As 1.5867 -0.1573 0.8809 0.05
C 0.5164 0.8791 2.0730 0.00
C 0.7181 2.2579 2.0687 0.00
C -0.1105 3.0672 2.8291 0.00
C -1.1319 2.5010 3.5805 0.00
C -1.3294 1.1264 3.5784 0.00
C -0.5085 0.3075 2.8177 0.00
C 1.3706 -2.0130 1.3214 0.00
C 1.0889 -2.9530 0.3364 0.00
C 0.9683 -4.2920 0.6791 0.00
C 1.1278 -4.6850 2.0002 0.00
C 1.4243 -3.7471 2.9806 0.00
C 1.5492 -2.4089 2.6444 0.00
H 6.2125 0.1959 -0.7536 0.00
H 7.2370 0.7372 1.4335 0.00
H 5.8311 0.9711 3.4456 0.00
H 3.3808 0.6420 3.2907 0.00
H 1.5107 2.7002 1.4743 0.00
H 0.0391 4.1385 2.8293 0.00
H -1.7772 3.1364 4.1725 0.00
H -2.1240 0.6911 4.1699 0.00
H -0.6640 -0.7641 2.8035 0.00
H 0.9990 -2.6503 -0.6996 0.00
H 0.7593 -5.0278 -0.0859 0.00
H 1.0305 -5.7294 2.2647 0.00
H 1.5628 -4.0587 4.0071 0.00
H 1.7867 -1.6753 3.4063 0.00
F -1.6495 -0.3584 -5.4626 0.00
C -1.3534 -0.1967 -4.1714 -0.02
C -0.9544 1.0254 -3.8235 0.03
N -0.6006 1.4798 -2.5106 0.02
C -0.6373 2.9292 -2.3025 0.01
C 0.5627 3.3309 -1.4414 0.01
O 0.6369 4.3401 -0.8249 0.00
O 1.5605 2.3984 -1.4720 -0.01
C -1.2482 0.6077 -1.4981 0.17
O -1.5510 1.2674 -0.2701 0.06
N -0.9411 -1.6247 -2.2054 0.05
C -1.5504 -1.4951 -3.4288 0.01
O -2.1884 -2.3894 -3.9201 0.00
H -0.8608 1.7649 -4.6071 0.00
H -1.5607 3.2521 -1.8263 -0.02
H -0.5361 3.4346 -3.2619 0.00
H -1.2160 -2.4325 -1.6631 0.00
C -3.3369 -1.0899 0.3696 0.06
C -3.7921 0.0625 -0.5422 0.02
C -4.6207 -0.4654 -1.7119 0.03
C -4.6022 1.0734 0.2822 0.05
C -2.5994 0.7915 -1.0641 0.59
N -0.4277 -0.5483 -1.4905 0.07
H -4.2127 -1.5316 0.8466 0.01
H -2.6635 -0.7288 1.1475 0.00
H -2.8362 -1.8737 -0.1998 -0.01
H -5.5027 -0.9778 -1.3267 0.00
H -4.0628 -1.1789 -2.3204 0.00
H -4.9555 0.3495 -2.3547 -0.01
H -5.4823 0.5839 0.6998 0.00
H -4.9365 1.9028 -0.3414 -0.01
H -4.0060 1.4717 1.1050 0.00
F 1.9303 0.7589 -4.3735 0.00
B 1.7139 -0.3726 -3.6681 -0.04
F 1.7744 -1.5086 -4.3051 0.00
```

Computed properties:
Energy relative to the best compared isomer or geometry (same formula, charge and spin) ... 102.2 kcal per mole
Frontier orbital gap (alpha / beta) ... 0.2646 / 0.2684 Ha
Molecular weight ... 840.2 g mol⁻¹
Energy ... -125493.3101 eV
Net charge ... +1
Spin multiplicity ... 3
⟨S²⟩ ... 2.01